Entry 1:
Formula: C19H29IN4NiO2Si
Source: OMol25
Level of theory: ωB97M-V/def2-TZVPD

Properties
2S+1 = 3
HOMO (spin up / spin down) = -8.1 / -8.0 eV
Total charge = 0
Gap between HOMO and LUMO (spin up / spin down) = 8.419 / 8.304 eV

The geometry in XYZ format:
```
57
Properties=species:S:1:pos:R:3:lowdin_spin:R:1
Ni -0.924 -0.038 -1.440 1.725
C 0.283 3.266 3.964 0.000
N -0.679 2.852 2.948 0.000
N -0.541 1.543 2.488 0.002
C -0.838 1.499 1.142 0.003
O -0.943 0.416 0.538 0.029
C -1.038 2.857 0.731 0.000
C -0.905 3.628 1.837 0.000
C -0.941 5.112 1.958 0.000
C -0.723 0.450 3.384 0.000
C -0.059 -0.739 3.119 0.000
C -0.242 -1.819 3.968 0.000
C -1.064 -1.710 5.081 0.000
C -1.715 -0.512 5.339 0.000
C -1.556 0.571 4.487 0.000
H 0.306 2.521 4.755 0.000
H -0.049 4.209 4.391 0.000
H 1.287 3.379 3.546 0.000
H -1.283 3.161 -0.272 0.000
H -1.189 5.548 0.993 0.000
H 0.026 5.508 2.272 0.000
H -1.687 5.430 2.687 0.000
H 0.579 -0.813 2.250 0.000
H 0.267 -2.750 3.756 0.000
H -1.198 -2.555 5.742 0.000
H -2.365 -0.420 6.199 0.000
H -2.086 1.497 4.665 0.000
C 0.515 -3.439 -3.484 0.001
Si -1.244 -3.055 -2.948 0.014
C -2.279 -2.790 -4.473 0.002
C -1.904 -4.539 -2.027 0.002
O -1.262 -1.743 -1.995 0.112
H 0.540 -4.042 -4.396 0.000
H 1.055 -3.990 -2.708 0.000
H 1.062 -2.511 -3.680 0.000
H -2.246 -3.661 -5.132 0.000
H -1.923 -1.921 -5.034 0.000
H -3.322 -2.602 -4.203 0.000
H -1.785 -5.461 -2.604 0.000
H -2.967 -4.417 -1.804 0.000
H -1.374 -4.664 -1.079 0.000
I -1.860 1.856 -2.829 0.061
C 3.556 2.018 -3.697 0.000
C 2.818 1.094 -2.788 -0.001
C 3.237 0.008 -2.047 0.001
C 2.089 -0.470 -1.387 0.002
N 1.048 0.287 -1.707 0.043
N 1.502 1.222 -2.554 0.004
C 1.951 -1.642 -0.473 -0.001
H 4.537 1.607 -3.924 0.000
H 3.696 2.997 -3.236 0.000
H 3.021 2.157 -4.636 0.000
H 4.235 -0.394 -2.000 0.000
H 0.818 1.856 -2.955 0.001
H 2.421 -2.521 -0.915 0.000
H 0.903 -1.883 -0.297 -0.001
H 2.440 -1.447 0.484 0.000
```

***

Entry 2:
Formula: C19H29MoO8
Source: OMol25
Level of theory: ωB97M-V/def2-TZVPD

Properties
HOMO (spin up / spin down) = -16.7 / -16.7 eV
Total charge = +3
Gap between HOMO and LUMO (spin up / spin down) = 5.523 / 5.602 eV

The geometry in XYZ format:
```
57
Properties=species:S:1:pos:R:3:mulliken_charge:R:1
Mo 0.225 1.132 -0.510 1.207
C -0.101 4.125 0.030 -0.487
C -1.080 3.932 -1.107 -0.415
O -0.741 2.637 -1.720 -0.399
C -0.262 2.678 -3.104 -0.480
C 1.250 2.664 -3.029 -0.408
O 1.638 1.628 -2.081 -0.327
C 2.118 0.371 -2.659 -0.559
C 0.926 -0.497 -2.986 -0.437
O 0.019 -0.386 -1.834 0.058
C -0.777 -1.601 -1.530 -1.496
C -2.162 -0.502 0.316 -0.832
O -1.318 0.614 0.754 -0.021
C -1.975 1.705 1.476 -0.553
C -0.850 2.619 1.889 -0.580
O 0.011 2.851 0.721 -0.342
H -0.415 4.896 0.733 0.459
H 0.903 4.355 -0.324 0.273
H -0.987 4.716 -1.857 0.505
H -2.120 3.858 -0.794 0.244
H -0.653 3.568 -3.593 0.526
H -0.686 1.798 -3.585 0.206
H 1.656 3.599 -2.645 0.298
H 1.705 2.459 -3.998 0.460
H 2.743 -0.072 -1.885 0.287
H 2.735 0.584 -3.530 0.485
H 1.227 -1.539 -3.093 0.534
H 0.379 -0.193 -3.877 0.234
H -0.129 -2.449 -1.742 0.685
H -1.618 -1.578 -2.220 0.363
H -2.777 -0.765 1.179 0.883
H -3.853 -0.095 -0.598 0.426
H -2.478 1.287 2.348 0.499
H -2.702 2.173 0.812 0.288
H -0.203 2.157 2.633 0.356
H -1.209 3.574 2.269 0.454
C 3.052 -4.017 4.410 -0.881
O 3.036 -2.818 3.606 -0.429
C 2.025 -2.605 2.787 0.513
C 0.924 -3.441 2.598 -1.088
C -0.079 -3.101 1.702 -1.842
C -0.091 -1.931 0.936 -0.016
C -1.236 -1.682 -0.070 3.020
C -2.213 -2.886 -0.127 -2.499
O -2.901 -0.044 -0.756 -0.562
C 1.048 -1.126 1.178 1.084
O 1.218 0.115 0.525 -0.368
C 2.073 -1.414 2.047 -0.565
H 3.966 -3.957 4.988 0.263
H 3.075 -4.897 3.767 0.376
H 2.189 -4.030 5.075 0.377
H 0.838 -4.371 3.142 0.518
H -0.881 -3.815 1.607 0.464
H -2.643 -3.090 0.851 0.634
H -1.715 -3.787 -0.480 0.500
H -3.030 -2.666 -0.813 0.500
H 2.906 -0.736 2.167 0.608
```

***

Entry 3:
Formula: C19H29N3
Source: OMol25
Level of theory: ωB97M-V/def2-TZVPD

Properties
HOMO = -7.2 eV
Structure (SMILES) = NC1=NC[C@H](c2ccccc2)N1CCCCC1CCCCC1
Total charge = 0
Gap between HOMO and LUMO = 7.813 eV

The geometry in XYZ format:
```
51
Properties=species:S:1:pos:R:3:mulliken_charge:R:1
N -4.712 -2.259 -0.289 -0.577
C -4.299 -0.994 0.023 0.751
N -5.141 0.062 0.060 -0.947
C -4.573 1.092 0.617 -0.707
H -5.119 1.274 1.398 0.489
H -4.714 1.860 -0.026 0.450
C -3.252 0.554 1.103 -1.407
N -3.202 -0.666 0.321 0.529
C -2.156 -1.584 0.569 -2.153
C -1.239 -1.932 -0.618 -0.203
C 0.163 -1.811 -0.313 -0.901
C 0.762 -0.550 -0.200 0.105
H 0.795 -0.228 -1.119 0.703
H 0.337 -0.033 0.723 -0.407
C 2.331 -0.723 0.185 0.353
C 3.165 -1.240 -0.697 -0.471
C 4.737 -1.392 -0.346 -1.549
C 5.119 0.105 0.119 -0.642
C 4.381 0.770 1.113 -0.711
C 2.782 0.728 0.870 -1.747
H 2.145 1.029 1.490 1.311
H 2.562 1.475 0.078 0.296
H 4.583 1.781 1.530 0.376
H 4.332 0.057 2.217 0.207
H 6.198 0.298 0.114 0.512
H 5.167 0.869 -0.818 0.249
H 5.330 -1.766 -1.229 0.335
H 4.864 -1.767 0.400 0.861
H 2.853 -2.249 -1.011 0.210
H 3.151 -0.588 -1.615 0.260
H 2.451 -1.282 1.112 0.115
H 0.664 -2.519 -1.314 0.231
H 0.410 -2.611 0.560 0.119
H -1.455 -1.193 -1.334 0.392
H -1.665 -2.870 -1.081 0.406
H -2.463 -2.346 1.101 0.872
H -1.428 -1.168 1.257 0.557
C -2.131 1.534 0.495 0.233
C -2.131 1.615 -1.144 -0.363
C -1.265 2.437 -1.727 -0.665
C -0.112 2.928 -0.942 -0.056
C -0.348 3.038 0.519 -1.340
C -1.269 2.179 0.971 0.632
H -1.228 2.048 2.049 0.186
H 0.427 3.571 0.775 0.542
H 0.719 3.515 -1.632 0.270
H -1.061 2.232 -2.859 0.218
H -2.733 0.885 -1.681 0.459
H -2.930 0.780 1.913 1.083
H -4.165 -2.680 -0.823 0.191
H -5.642 -2.264 -0.862 0.343
```

***

Entry 4:
Formula: C19H29N3O2S
Source: OMol25
Level of theory: ωB97M-V/def2-TZVPD

Properties
HOMO = -7.8 eV
Structure (SMILES) = COc1ccc(NC(=S)N2CCC(N(C)C[C@@H]3CCCO3)CC2)cc1
Total charge = 0
Gap between HOMO and LUMO = 8.421 eV

The geometry in XYZ format:
```
54
Properties=species:S:1:pos:R:3:mulliken_charge:R:1
C 2.994 6.953 0.494 -0.859
H 3.877 7.506 0.807 0.237
O 3.473 5.749 -0.054 -0.430
C 2.570 4.845 -0.526 0.778
C 1.190 5.015 -0.523 -0.419
C 0.368 4.021 -1.021 -0.841
C 0.897 2.838 -1.527 -0.362
C 2.284 2.680 -1.552 0.292
C 3.103 3.668 -1.054 -0.824
H 4.175 3.554 -1.071 0.432
H 2.714 1.786 -1.975 0.461
N 0.015 1.878 -2.031 -0.042
C 0.239 0.571 -2.364 0.311
N 1.150 -0.149 -1.669 0.209
C 1.448 -1.502 -2.093 -1.639
C 0.534 -2.516 -1.408 0.093
H 0.813 -3.524 -1.720 0.390
H -0.492 -2.331 -1.729 0.027
C 0.657 -2.373 0.120 -0.894
N -0.163 -3.272 0.907 0.514
C 0.331 -4.626 0.982 -1.144
H 1.382 -4.612 1.269 0.345
H 0.233 -5.181 0.035 0.389
H -0.225 -5.163 1.749 0.304
C -1.597 -3.211 0.699 -1.196
H -1.965 -4.130 0.221 0.338
C -2.332 -3.018 2.043 0.459
H -1.896 -3.698 2.780 0.387
C -3.849 -3.180 1.904 -0.851
H -4.282 -3.426 2.875 0.352
H -4.126 -3.950 1.188 0.370
C -4.281 -1.779 1.471 -0.641
H -4.252 -1.690 0.385 0.252
H -5.284 -1.528 1.809 0.398
C -3.217 -0.878 2.118 -0.429
H -3.605 -0.355 2.999 0.392
O -2.153 -1.709 2.553 -0.494
H -2.841 -0.125 1.414 0.196
H -1.853 -2.374 0.049 0.343
C 0.387 -0.917 0.514 -0.272
H -0.640 -0.645 0.267 -0.100
C 1.329 0.025 -0.238 -1.051
H 1.130 1.056 0.049 0.583
H 2.371 -0.208 0.004 0.262
H 0.510 -0.806 1.590 0.438
H 1.696 -2.600 0.395 0.474
H 1.332 -1.559 -3.177 0.676
H 2.493 -1.703 -1.834 0.366
S -0.662 -0.054 -3.609 -0.355
H -0.813 2.252 -2.477 0.298
H -0.702 4.164 -1.017 0.396
H 0.740 5.916 -0.138 0.396
H 2.443 7.541 -0.248 0.339
H 2.353 6.772 1.363 0.344
```

***

Asked for relative energy (zero: lowest compared OMol25 entry of this formula, charge and spin) across the records above, the calculation gives 15.57, 0.00, 1777.17, 140.11 kJ/mol in order.
Asked for molecular weight across the records above, the calculation gives 559.15, 481.37, 299.46, 363.53 g/mol in order.